A molecular structure, C8H32BrN16O8Y, computed with the ωB97M-V functional and the def2-TZVPD basis.

Structure (XYZ):
```
66
Properties=species:S:1:pos:R:3:forces:R:3:lowdin_charge:R:1
Y -0.234809 -0.274152 -0.270150 -1.002 -0.507 -0.536 1.462
Br -1.753239 -0.942520 -2.691630 0.266 0.273 0.156 0.025
C -3.565575 -0.822646 0.702605 0.221 -0.524 -0.570 -0.630
O -2.333222 -0.808553 0.824030 0.358 -0.009 0.205 -0.102
N -4.170266 -0.681516 -0.494234 -0.519 0.376 0.610 0.158
N -4.368088 -1.072108 1.770208 -0.312 0.315 -0.191 0.181
H -3.614062 -0.563739 -1.338630 0.205 -0.017 0.009 -0.055
H -5.173030 -0.615166 -0.526863 0.021 -0.197 -0.241 0.112
H -5.363076 -1.121707 1.643293 0.003 -0.124 0.155 0.108
H -3.984225 -1.358307 2.649788 0.134 0.042 -0.039 0.107
C 1.274842 -1.674200 2.760290 -0.303 0.200 -0.308 -0.619
O 0.509708 -1.356779 1.854414 -0.010 0.044 0.253 -0.053
N 2.005824 -2.818228 2.693926 0.487 -0.240 0.167 0.182
N 1.514607 -0.886301 3.853735 0.232 -0.547 0.002 0.192
H 2.381235 -3.244855 3.524067 0.056 0.074 0.002 0.112
H 1.886332 -3.434805 1.909844 -0.365 0.107 -0.057 0.110
H 0.805613 -0.245871 4.172461 -0.079 0.010 -0.229 0.084
H 2.105418 -1.292793 4.561070 -0.073 0.227 0.170 0.107
C -0.669993 1.594079 2.684886 0.693 -0.255 0.321 -0.607
O -0.569386 1.110247 1.569586 -0.030 0.575 -0.318 -0.079
N -1.282988 0.934671 3.709819 0.580 0.690 -0.239 0.189
N -0.072948 2.775330 3.019526 -0.348 -0.119 0.106 0.191
H -1.605933 0.000870 3.532549 -0.350 0.067 0.018 0.109
H -1.500239 1.479539 4.525451 -0.350 -0.502 0.220 0.116
H 0.435612 3.278212 2.318249 -0.044 -0.057 -0.117 0.105
H 0.075942 3.031930 3.979623 -0.067 0.072 -0.040 0.110
C 2.331854 -1.236022 -2.832819 -0.429 0.339 -0.532 -0.625
O 1.455738 -1.023420 -1.997272 0.223 -0.212 0.718 -0.105
N 3.461341 -1.953989 -2.557867 -0.166 0.042 0.306 0.175
N 2.243406 -0.763057 -4.097826 0.707 -0.157 -0.089 0.196
H 3.591408 -2.260298 -1.613366 0.012 -0.033 0.002 0.091
H 4.131057 -2.248952 -3.245169 -0.086 0.058 -0.088 0.111
H 1.449408 -0.258190 -4.449027 -0.252 -0.125 0.331 0.116
H 3.044748 -0.860047 -4.696665 -0.171 0.038 -0.195 0.110
C 3.013104 0.699947 0.718799 -0.439 0.022 0.083 -0.603
O 1.844743 0.465131 0.406434 0.716 0.040 0.008 -0.097
N 3.895326 -0.290598 0.965768 0.153 0.087 -0.009 0.206
N 3.462435 1.981331 0.833608 0.103 -0.776 -0.135 0.192
H 3.585340 -1.233877 0.822922 -0.040 -0.035 0.153 0.099
H 4.874465 -0.113997 1.106155 0.002 -0.042 -0.033 0.119
H 4.265149 2.141333 1.416871 -0.020 0.489 -0.111 0.116
H 2.779112 2.689982 0.639262 0.109 0.221 0.284 0.109
C -0.547764 -3.771780 -0.873922 -0.310 -0.169 -0.435 -0.645
O -0.404833 -2.696659 -0.288233 0.444 0.368 0.183 -0.136
N 0.509587 -4.484615 -1.345024 -0.549 0.161 0.255 0.191
N -1.780606 -4.302361 -1.087991 0.778 0.079 0.276 0.194
H 1.418678 -4.072924 -1.274937 0.077 -0.031 -0.217 0.094
H 0.355163 -5.359465 -1.812110 0.320 0.018 -0.087 0.112
H -2.494865 -3.942966 -0.479683 -0.244 -0.046 -0.236 0.115
H -1.844147 -5.237343 -1.451693 -0.333 0.016 0.105 0.112
C 0.795189 2.370134 -2.378655 -0.198 0.144 -0.510 -0.621
O 0.387037 1.623267 -1.492953 0.337 -0.060 0.170 -0.122
N -0.054353 2.946235 -3.256994 -0.212 0.319 -0.165 0.204
N 2.121720 2.661146 -2.532975 -0.838 -0.120 0.461 0.192
H -1.044058 2.795287 -3.142393 0.061 -0.315 0.158 0.114
H 0.192632 3.764772 -3.787610 0.210 -0.105 -0.018 0.116
H 2.453971 3.006064 -3.414929 0.326 -0.020 0.109 0.113
H 2.703157 2.184411 -1.866820 0.429 0.001 -0.356 0.090
C -2.802312 2.795595 -0.539338 -0.404 -0.290 -0.109 -0.636
O -2.122349 1.784784 -0.633601 0.058 -0.037 0.157 -0.054
N -4.168759 2.747572 -0.627726 0.056 0.135 0.121 0.175
N -2.289611 4.047590 -0.389984 -0.190 0.154 0.077 0.176
H -4.744114 3.536054 -0.387179 0.037 -0.008 -0.019 0.104
H -4.591394 1.839487 -0.561927 0.102 -0.086 -0.064 0.082
H -2.910084 4.836005 -0.346335 0.183 0.108 -0.025 0.105
H -1.300576 4.203772 -0.384726 0.036 -0.148 -0.034 0.101
```
Positions in Å, forces in eV/Å.

Results
F_max, hartree/bohr: 0.0242
Total charge: +2
DFT total energy, eV: -120126.90468
Frontier orbital gap, eV: 8.2
Highest occupied orbital energy, eV: -12.49
Multiplicity: 1

A molecular structure, C8H32CaN12O8, computed with the ωB97M-V functional and the def2-TZVPD basis.

Structure (XYZ):
```
61
Properties=species:S:1:pos:R:3:forces:R:3:lowdin_charge:R:1
Ca -0.049864 0.317495 -0.097571 0.599 0.179 -0.206 1.472
C -1.972767 1.625663 -2.531998 -0.365 0.017 -1.620 -0.121
O -0.679905 1.863174 -2.012601 -0.202 -0.097 0.488 -0.183
H -2.238487 2.526161 -3.085702 -0.804 -0.011 0.305 0.099
H -1.926399 0.862536 -3.308905 0.062 -0.319 -0.031 0.069
H -2.735963 1.306951 -1.822031 0.348 0.423 0.419 0.084
H -0.378436 2.619225 -2.521629 0.611 -0.120 0.388 0.101
C 1.549120 3.610429 0.862956 2.676 -0.169 -1.026 -0.149
O 0.466189 2.945319 0.340964 -2.560 0.128 -0.096 -0.177
H 2.032035 2.963699 1.595510 -0.199 0.588 0.539 0.088
H 2.233473 3.629028 0.014770 0.899 0.333 0.125 0.075
H 1.389339 4.667384 1.076043 -0.215 -0.250 0.838 0.100
H -0.082347 3.675962 0.046230 -0.654 -0.548 -0.431 0.092
C -1.883938 -2.582587 0.338633 0.952 1.074 0.033 -0.810
O -1.356972 -1.503851 0.367563 1.884 2.859 0.041 -0.075
N -1.285085 -3.684312 0.573207 2.551 -3.324 0.974 0.231
N -3.127177 -2.679811 0.102665 -6.394 -0.329 -1.764 0.204
H -1.814389 -4.544389 0.559271 0.727 -0.058 0.326 0.138
H -0.365100 -3.552221 0.968539 0.061 -0.844 -0.150 0.104
H -3.553877 -3.574108 -0.092902 -0.092 0.190 0.115 0.134
H -3.603507 -1.883824 -0.296842 0.062 -0.100 0.182 0.133
C 0.417851 0.772082 3.267544 0.072 -0.905 -4.035 -0.719
O 0.457321 0.760916 2.032020 0.470 0.671 -0.034 -0.129
N -0.582532 1.232167 3.920701 -3.599 1.945 3.134 0.220
N 1.330350 0.190212 3.968197 3.784 -2.133 2.527 0.205
H -0.522629 1.213957 4.928759 -0.242 0.237 -0.138 0.131
H -1.325545 1.799933 3.539038 0.446 -0.309 -0.294 0.114
H 2.182851 -0.153620 3.549719 -0.466 0.111 -0.365 0.128
H 1.250116 -0.067010 4.941581 -0.216 0.422 -0.128 0.129
C -2.992343 1.378049 1.566017 2.424 -2.714 -2.086 -0.803
O -2.094036 1.090195 0.785313 0.787 0.605 -1.381 -0.081
N -3.366664 2.542783 1.875576 -0.567 5.786 1.002 0.216
N -3.649162 0.468722 2.183974 -2.436 -3.999 2.291 0.209
H -4.104977 2.635970 2.558452 0.270 0.763 -0.276 0.138
H -2.697985 3.267088 1.655683 -0.621 0.415 0.150 0.143
H -4.175036 0.737595 3.003278 -0.106 -0.716 -0.205 0.130
H -3.452899 -0.502227 1.986890 -0.053 0.200 0.256 0.120
C -0.222289 -1.358282 -3.318149 -0.833 -1.355 -5.378 -0.790
O 0.346047 -0.976697 -2.394140 2.559 2.512 7.042 0.058
N 0.337365 -1.311824 -4.534670 0.145 -0.343 -1.420 0.181
N -1.423064 -1.910011 -3.400840 -3.089 -1.064 1.215 0.179
H -0.370579 -1.572148 -5.206337 1.256 0.706 -1.054 0.105
H 1.086922 -0.648175 -4.668221 -0.224 -0.340 -0.445 0.126
H -2.086675 -1.673062 -2.677257 0.081 -0.419 -0.126 0.106
H -1.785611 -2.259914 -4.276187 -0.105 0.188 0.394 0.118
C 2.137690 -2.508342 0.525466 -2.587 0.998 -0.894 -0.745
O 1.667117 -1.401696 0.716085 0.189 1.628 1.680 -0.037
N 1.990619 -3.565957 1.284423 -0.071 -2.183 2.634 0.175
N 2.498096 -2.852751 -0.673046 1.772 -0.363 -2.446 0.202
H 1.608839 -3.523905 2.218537 0.404 -0.087 -0.176 0.132
H 2.336458 -4.421171 0.873206 -0.212 -0.174 1.042 0.122
H 2.730780 -3.827759 -0.796829 0.336 0.662 -1.199 0.125
H 2.535384 -2.074308 -1.315488 0.143 -0.682 -0.594 0.123
C 3.150090 1.133021 -1.042100 -3.041 -0.485 -1.292 -0.794
O 1.980523 0.827729 -1.031609 -2.390 -0.172 0.360 -0.091
N 3.653163 1.803069 -2.029122 1.349 2.706 -4.243 0.191
N 4.021656 0.829411 -0.182210 4.262 -1.267 3.709 0.227
H 4.641842 1.807673 -2.235468 -0.270 0.202 0.004 0.126
H 3.053869 2.152635 -2.763117 0.085 -0.265 0.244 0.132
H 3.901111 0.222502 0.616061 -0.103 0.147 -0.376 0.135
H 4.920020 1.135228 -0.527903 0.449 -0.550 1.456 0.131
```
Positions in Å, forces in eV/Å.

Results
F_max, hartree/bohr: 0.1537
Total charge: +2
DFT total energy, eV: -61510.17578
Frontier orbital gap, eV: 10.3
Highest occupied orbital energy, eV: -14.56
Multiplicity: 1

Q: What is the total charge in the first record?
A: +2

Q: Which of these has the highest frontier orbital gap?
A: C8H32CaN12O8

Q: Which formula does entry 1 have?
A: C8H32BrN16O8Y